No. 1
{"formula": "C55H46CoNP3Si", "method": "wB97M-V/def2-TZVPD", "s2": 1.205, "e_above_lowest_kj_mol": 54.69, "e_tot_ha": -4874.54233, "homo_lumo_gap_ev": [6.520, 7.424], "total_charge": 0, "homo_energy_ha": [-0.264, -0.249], "spin_multiplicity": 2, "symbols": ["Co", "C", "Si", "C", "C", "C", "C", "C", "C", "P", "C", "C", "C", "C", "C", "C", "C", "C", "C", "C", "C", "C", "C", "C", "C", "C", "C", "C", "P", "C", "C", "C", "C", "C", "C", "C", "C", "C", "C", "C", "C", "H", "H", "H", "H", "H", "H", "H", "H", "H", "H", "H", "H", "H", "H", "H", "H", "H", "H", "H", "H", "H", "H", "H", "H", "H", "H", "H", "H", "H", "H", "H", "N", "P", "C", "C", "C", "C", "C", "C", "C", "C", "C", "C", "C", "C", "C", "C", "C", "C", "C", "C", "H", "H", "H", "H", "H", "H", "H", "H", "H", "H", "H", "H", "H", "H", "H"], "xyz": [[0.5823, 0.5731, 0.5795], [-0.1039, 0.0591, 4.5208], [-0.2586, -0.1995, 2.6058], [-2.1188, 0.2671, 2.3635], [-3.2127, -0.3606, 2.9391], [-4.4941, 0.1382, 2.7660], [-4.7001, 1.2920, 2.0277], [-3.6209, 1.9460, 1.4618], [-2.3431, 1.4240, 1.6120], [-0.8682, 2.2346, 0.9237], [-1.4006, 3.1941, -0.5197], [-2.4128, 2.7862, -1.3854], [-2.6166, 3.4596, -2.5759], [-1.7931, 4.5124, -2.9381], [-0.7527, 4.8914, -2.1030], [-0.5516, 4.2325, -0.9096], [-0.6247, 3.5255, 2.1864], [0.3110, 3.2851, 3.1861], [0.4934, 4.1973, 4.2077], [-0.2476, 5.3669, 4.2262], [-1.1714, 5.6177, 3.2245], [-1.3738, 4.6983, 2.2108], [0.2959, -2.0118, 2.3505], [-0.5232, -3.1229, 2.2970], [0.0082, -4.3791, 2.0480], [1.3678, -4.5303, 1.8328], [2.2037, -3.4251, 1.8905], [1.6667, -2.1702, 2.1320], [2.6329, -0.6222, 2.2381], [4.3636, -1.2530, 2.3982], [5.2710, -1.5208, 1.3778], [6.5714, -1.8835, 1.6869], [6.9888, -1.9604, 3.0053], [6.1011, -1.6619, 4.0262], [4.8013, -1.3109, 3.7212], [2.6013, -0.0778, 0.4825], [2.7430, -0.9464, -0.6178], [2.9532, -0.4490, -1.8843], [3.0294, 0.9244, -2.1009], [2.8816, 1.8039, -1.0475], [2.6474, 1.3238, 0.2453], [-0.6437, -0.7333, 5.0310], [-0.5264, 1.0073, 4.8372], [0.9329, 0.0130, 4.8360], [-3.0636, -1.2443, 3.5433], [-5.3372, -0.3592, 3.2236], [-5.6981, 1.6837, 1.8980], [-3.7711, 2.8548, 0.8977], [-3.0268, 1.9322, -1.1363], [-3.4123, 3.1518, -3.2375], [-1.9454, 5.0238, -3.8768], [-0.0850, 5.6887, -2.3954], [0.2706, 4.5101, -0.2605], [0.8959, 2.3755, 3.1529], [1.2183, 3.9985, 4.9835], [-0.1170, 6.0775, 5.0288], [-1.7350, 6.5387, 3.2353], [-2.1018, 4.8992, 1.4366], [-1.5859, -3.0115, 2.4533], [-0.6386, -5.2450, 2.0241], [1.7775, -5.5059, 1.6065], [3.2683, -3.5386, 1.7278], [4.9686, -1.4523, 0.3412], [7.2711, -2.0973, 0.8912], [8.0066, -2.2433, 3.2327], [6.4341, -1.6860, 5.0537], [4.0955, -1.0716, 4.5074], [2.6886, -2.0124, -0.4515], [3.0636, -1.1290, -2.7157], [3.1952, 1.2892, -3.1021], [2.9566, 2.8703, -1.2183], [2.7418, 2.0056, 1.0898], [-0.3714, -0.5388, -0.5420], [-0.8811, -1.0183, -1.9170], [0.0415, -2.4846, -2.5127], [0.0892, -3.5368, -1.6045], [0.7289, -4.7150, -1.9386], [1.3169, -4.8464, -3.1878], [1.2951, -3.7907, -4.0843], [0.6677, -2.6023, -3.7455], [-2.5995, -1.6518, -1.8756], [-3.4375, -1.1655, -0.8841], [-4.7430, -1.6156, -0.7909], [-5.2079, -2.5704, -1.6819], [-4.3705, -3.0634, -2.6693], [-3.0681, -2.6066, -2.7701], [-0.8595, 0.1563, -3.3320], [-1.5787, 0.0077, -4.5113], [-1.4099, 0.9234, -5.5343], [-0.5607, 2.0066, -5.3711], [0.1199, 2.1822, -4.1773], [-0.0256, 1.2521, -3.1659], [-0.3811, -3.4119, -0.6372], [0.7518, -5.5380, -1.2382], [1.7881, -5.7778, -3.4640], [1.7676, -3.8997, -5.0513], [0.6623, -1.7634, -4.4281], [-3.0364, -0.4543, -0.1757], [-5.3922, -1.2261, -0.0197], [-6.2153, -2.9520, -1.5908], [-4.7295, -3.8142, -3.3590], [-2.4092, -3.0062, -3.5287], [-2.2591, -0.8220, -4.6392], [-1.9445, 0.7885, -6.4642], [-0.4409, 2.7180, -6.1750], [0.7629, 3.0393, -4.0366], [0.5055, 1.3402, -2.2255]], "forces_ev_per_angstrom": [[-1.282, 0.037, -0.096], [0.269, 0.194, -0.895], [-0.641, -0.159, 0.607], [0.775, -0.196, -0.343], [-0.051, -0.074, 0.175], [-0.078, -0.049, 0.059], [-0.074, 0.032, -0.008], [-0.003, -0.008, 0.019], [-0.136, 0.011, -0.199], [0.314, -0.304, 0.607], [0.375, -0.312, -0.361], [0.111, -0.008, 0.244], [-0.094, 0.134, -0.176], [-0.069, 0.006, 0.087], [0.024, 0.141, -0.181], [-0.080, -0.119, 0.245], [0.109, 0.059, -0.147], [-0.006, -0.020, -0.192], [0.041, 0.111, 0.156], [0.016, -0.031, 0.109], [-0.113, 0.116, -0.013], [0.119, -0.005, 0.096], [-0.247, 0.686, -0.104], [-0.175, -0.147, 0.050], [-0.044, -0.135, -0.011], [0.057, -0.070, -0.032], [0.080, -0.056, -0.105], [0.119, 0.056, 0.197], [0.577, -0.179, -0.517], [-0.160, 0.357, 0.250], [-0.225, -0.030, 0.015], [0.148, -0.051, -0.060], [0.047, -0.002, -0.035], [0.147, -0.086, 0.104], [-0.111, -0.078, -0.079], [0.542, 0.592, 0.372], [0.051, 0.088, -0.220], [-0.012, -0.409, 0.282], [-0.025, 0.387, 0.253], [-0.013, 0.003, -0.471], [0.650, -0.179, 0.625], [-0.167, -0.230, -0.030], [-0.070, 0.198, 0.017], [0.215, -0.005, 0.103], [-0.033, -0.129, 0.078], [-0.062, -0.097, 0.016], [-0.098, 0.043, 0.007], [-0.077, 0.089, -0.026], [-0.058, -0.053, 0.002], [-0.068, -0.084, -0.069], [-0.034, 0.036, -0.086], [0.036, 0.099, -0.016], [0.029, 0.078, -0.017], [0.093, -0.070, -0.009], [0.052, -0.011, 0.072], [0.053, 0.090, 0.032], [-0.097, 0.073, 0.014], [-0.025, 0.012, -0.043], [-0.186, -0.038, -0.017], [-0.070, -0.059, -0.037], [0.027, -0.048, 0.062], [0.033, -0.028, 0.023], [0.004, 0.035, -0.008], [0.032, -0.025, -0.068], [0.069, 0.015, 0.026], [-0.015, -0.047, 0.092], [0.048, 0.045, 0.107], [-0.081, -0.125, -0.030], [-0.004, -0.098, -0.064], [0.041, 0.128, -0.115], [0.010, 0.031, 0.017], [-0.134, -0.092, -0.123], [-0.505, 0.155, -0.916], [0.042, -0.269, 0.590], [-0.230, 0.308, 0.025], [-0.001, -0.016, 0.034], [-0.050, -0.055, 0.028], [0.029, -0.054, -0.051], [0.168, -0.086, -0.121], [-0.141, 0.104, 0.107], [0.379, 0.076, -0.214], [0.030, 0.077, 0.046], [-0.094, 0.001, 0.022], [-0.068, -0.034, 0.066], [-0.053, -0.124, -0.131], [-0.041, 0.059, 0.043], [0.088, -0.127, 0.551], [0.064, -0.142, 0.084], [-0.117, 0.021, -0.140], [0.015, 0.080, -0.027], [0.121, 0.026, -0.136], [0.047, -0.100, 0.109], [0.008, -0.044, 0.091], [0.020, -0.038, 0.068], [0.088, -0.078, -0.030], [0.028, 0.023, -0.043], [-0.031, 0.001, -0.133], [0.010, 0.081, 0.114], [-0.033, 0.002, 0.086], [-0.081, 0.026, -0.033], [-0.042, -0.063, -0.034], [0.044, -0.074, -0.062], [-0.039, -0.080, -0.010], [-0.052, 0.033, -0.056], [0.018, 0.079, -0.070], [0.061, 0.060, -0.002], [-0.080, 0.136, -0.070]], "lowdin_charge": [0.07, -0.19, 0.65, -0.27, -0.09, -0.09, -0.08, -0.09, -0.37, 1.03, -0.34, -0.09, -0.08, -0.09, -0.09, -0.10, -0.33, -0.11, -0.08, -0.09, -0.08, -0.08, -0.29, -0.09, -0.09, -0.09, -0.08, -0.38, 1.07, -0.36, -0.08, -0.08, -0.09, -0.09, -0.12, -0.47, -0.10, -0.07, -0.09, -0.08, -0.18, 0.02, 0.02, 0.00, 0.10, 0.10, 0.10, 0.10, 0.10, 0.11, 0.11, 0.11, 0.11, 0.07, 0.11, 0.10, 0.10, 0.11, 0.10, 0.10, 0.10, 0.10, 0.09, 0.10, 0.10, 0.10, 0.09, 0.11, 0.11, 0.11, 0.11, 0.10, -0.23, 0.77, -0.29, -0.08, -0.08, -0.09, -0.09, -0.09, -0.27, -0.07, -0.07, -0.09, -0.09, -0.09, -0.27, -0.08, -0.08, -0.09, -0.09, -0.10, 0.10, 0.10, 0.10, 0.10, 0.10, 0.07, 0.10, 0.10, 0.10, 0.10, 0.10, 0.10, 0.10, 0.11, 0.07]}

***

No. 2
{"formula": "C24H28AsMnN4O2", "method": "wB97M-V/def2-TZVPD", "s2": 3.785, "e_tot_ha": -4687.45080, "homo_lumo_gap_ev": [7.664, 6.979], "total_charge": 1, "homo_energy_ha": [-0.396, -0.373], "spin_multiplicity": 4, "symbols": ["Mn", "N", "C", "C", "C", "C", "C", "C", "C", "C", "N", "C", "H", "H", "H", "H", "H", "H", "H", "H", "C", "H", "H", "C", "N", "C", "C", "C", "O", "N", "C", "O", "H", "H", "H", "H", "H", "C", "As", "C", "C", "C", "C", "C", "C", "C", "C", "H", "H", "H", "H", "H", "H", "H", "H", "H", "H", "H", "H", "H"], "xyz": [[-1.0249, -1.2067, -0.2586], [-2.1736, -1.0949, 1.6172], [-1.2832, -1.1513, 2.7550], [-1.7426, -0.9697, 4.0370], [-0.8917, -1.1290, 5.1361], [0.4169, -1.4852, 4.9492], [0.9338, -1.6501, 3.6485], [2.2744, -2.0103, 3.3884], [2.6985, -2.1293, 2.0893], [1.8079, -1.8391, 1.0511], [0.5451, -1.5051, 1.2482], [0.0825, -1.4463, 2.5295], [-2.7500, -1.9434, 1.6323], [-2.8164, -0.3068, 1.7356], [-2.7792, -0.7189, 4.1983], [-1.2864, -0.9963, 6.1305], [1.0719, -1.6466, 5.7912], [2.9460, -2.1808, 4.2160], [3.7143, -2.4029, 1.8536], [2.1417, -1.8590, 0.0193], [-1.4416, -3.2169, -0.3791], [-2.3950, -3.2896, -0.9491], [-1.5260, -3.8912, 0.4851], [1.1028, -5.1026, -2.9701], [0.8213, -3.6868, -3.0819], [1.2970, -2.9095, -4.0998], [1.0834, -1.5801, -4.1182], [0.3563, -0.9425, -3.0348], [0.1500, 0.2543, -2.9394], [-0.1292, -1.7947, -2.0419], [0.0799, -3.0917, -2.1144], [-0.4358, -3.8769, -1.2078], [1.7005, -5.4344, -3.8158], [0.1772, -5.6778, -2.9436], [1.6475, -5.2903, -2.0433], [1.8208, -3.4308, -4.8858], [1.4456, -0.9613, -4.9224], [-1.1445, 2.1060, 1.3198], [-0.6997, 1.2071, -0.3838], [1.2081, 1.6087, -0.3638], [-1.4305, 2.5788, -1.6330], [-0.8867, 3.9386, -1.3575], [-1.5773, 4.8406, -0.5545], [-1.0352, 6.0800, -0.2640], [0.2027, 6.4343, -0.7709], [0.8835, 5.5557, -1.5968], [0.3399, 4.3200, -1.8927], [-0.7556, 3.1261, 1.3216], [-0.7094, 1.5723, 2.1687], [-2.2271, 2.1573, 1.4580], [1.3699, 2.6760, -0.2088], [1.6687, 1.3112, -1.3041], [1.6711, 1.0551, 0.4556], [-2.5212, 2.5608, -1.5253], [-1.1713, 2.2487, -2.6406], [-2.5597, 4.5766, -0.1833], [-1.5819, 6.7698, 0.3584], [0.6329, 7.3926, -0.5285], [1.8379, 5.8362, -2.0129], [0.8457, 3.6422, -2.5670]], "forces_ev_per_angstrom": [[-0.327, -1.247, -0.015], [-0.330, 0.060, -0.277], [-0.087, 0.008, 0.420], [0.089, -0.083, -0.591], [0.414, -0.094, 0.147], [-0.191, 0.038, 0.086], [-0.179, 0.073, -0.368], [-0.051, 0.003, -0.430], [0.138, 0.067, 0.505], [-0.648, 0.217, -0.089], [0.499, -0.232, 0.142], [0.169, 0.014, 0.223], [0.176, 0.342, -0.084], [0.235, -0.232, -0.108], [-0.183, 0.006, 0.010], [-0.003, 0.028, 0.114], [0.062, 0.005, 0.117], [0.088, -0.046, 0.068], [0.087, -0.029, -0.003], [-0.011, -0.019, -0.013], [-0.892, 0.433, 0.495], [0.336, -0.189, 0.221], [0.017, 0.250, -0.156], [0.003, -0.683, 0.152], [-0.417, 0.093, 0.497], [-0.036, 0.797, -0.205], [0.126, -0.244, -0.134], [-0.071, 0.027, 0.117], [0.201, 0.035, -0.378], [-0.024, 0.254, 0.169], [-0.215, -0.054, 0.382], [0.719, -0.353, -0.992], [-0.004, 0.162, 0.003], [0.058, 0.061, -0.020], [-0.005, -0.071, -0.117], [0.095, -0.051, 0.015], [0.026, -0.017, -0.055], [0.024, -0.033, -0.079], [0.145, 1.230, 0.243], [0.094, 0.004, -0.001], [-0.095, -0.387, -0.065], [-0.039, 0.066, 0.022], [-0.023, -0.067, -0.107], [-0.035, 0.025, 0.060], [0.041, 0.029, 0.050], [0.065, 0.029, -0.019], [-0.131, -0.047, -0.088], [-0.029, -0.094, -0.036], [0.003, -0.050, -0.122], [0.013, -0.012, -0.026], [-0.056, -0.086, 0.040], [-0.080, -0.019, 0.019], [-0.072, 0.028, -0.015], [0.182, -0.082, 0.009], [-0.058, -0.090, 0.167], [-0.015, -0.022, 0.091], [-0.076, 0.112, 0.082], [0.035, 0.139, 0.001], [0.121, 0.046, -0.072], [0.124, -0.048, -0.003]], "nbo_charge": [0.96, -0.85, 0.11, -0.19, -0.19, -0.16, -0.10, -0.09, -0.26, 0.09, -0.53, 0.21, 0.40, 0.40, 0.23, 0.24, 0.23, 0.23, 0.24, 0.21, -0.52, 0.17, 0.18, -0.40, -0.39, 0.07, -0.35, 0.63, -0.62, -0.66, 0.78, -0.47, 0.22, 0.23, 0.22, 0.23, 0.25, -0.97, 0.93, -0.94, -0.71, 0.05, -0.25, -0.20, -0.21, -0.19, -0.25, 0.25, 0.23, 0.22, 0.24, 0.25, 0.22, 0.23, 0.26, 0.21, 0.22, 0.22, 0.22, 0.22]}

***

No. 3
{"formula": "C11H12N2O7S2Tc", "method": "wB97M-V/def2-TZVPD", "s2": 3.777, "e_above_lowest_kj_mol": 8.32, "e_tot_ha": -1939.81971, "homo_lumo_gap_ev": [7.612, 6.779], "total_charge": 0, "homo_energy_ha": [-0.284, -0.306], "spin_multiplicity": 4, "symbols": ["Tc", "O", "C", "O", "C", "O", "C", "C", "O", "O", "H", "H", "H", "H", "H", "S", "C", "C", "C", "C", "C", "C", "S", "H", "H", "H", "H", "N", "N", "C", "O", "O", "H", "H", "H"], "xyz": [[0.1694, 1.2505, -0.2097], [-0.9361, -0.4126, 3.6511], [-0.6178, -0.4759, 2.3721], [-0.8896, 0.4265, 1.6018], [0.0903, -1.7604, 2.0208], [-0.0484, -2.0424, 0.6559], [1.1732, -2.3423, -0.0101], [2.1453, -1.1630, -0.1029], [3.2790, -1.3836, -0.4504], [1.6608, -0.0057, 0.2424], [-1.3253, 0.4600, 3.8269], [-0.3317, -2.5635, 2.6302], [1.1354, -1.6244, 2.3196], [0.9027, -2.6550, -1.0193], [1.6870, -3.1804, 0.4650], [1.1891, 2.9368, 0.9860], [2.7153, 2.9052, 0.1046], [3.8944, 3.3132, 0.7255], [5.0852, 3.3190, 0.0238], [5.1167, 2.9063, -1.3046], [3.9557, 2.4918, -1.9291], [2.7482, 2.4972, -1.2351], [1.2514, 2.0475, -2.0577], [3.8658, 3.6190, 1.7635], [5.9955, 3.6376, 0.5144], [6.0511, 2.9003, -1.8497], [3.9726, 2.1547, -2.9575], [-1.0102, -0.2138, -1.4176], [-2.1623, 0.4589, -1.8775], [-2.5138, 1.6524, -1.2113], [-3.6316, 2.0856, -1.3138], [-1.5284, 2.1939, -0.5343], [-0.4593, -0.5232, -2.2128], [-1.2197, -1.0074, -0.8137], [-2.9470, -0.1226, -2.1293]], "forces_ev_per_angstrom": [[0.013, 0.121, -0.103], [0.003, 0.013, 0.014], [0.016, -0.003, -0.076], [-0.031, -0.044, 0.079], [-0.019, 0.005, 0.001], [-0.047, 0.017, -0.025], [-0.046, -0.062, 0.045], [0.010, 0.016, -0.088], [0.012, 0.011, -0.022], [0.142, 0.002, 0.112], [-0.006, 0.008, 0.014], [-0.001, 0.007, 0.003], [0.001, 0.002, -0.013], [0.018, 0.002, -0.003], [0.005, 0.000, 0.014], [-0.004, -0.005, 0.049], [-0.044, -0.014, -0.007], [0.030, 0.003, -0.004], [-0.007, 0.010, 0.030], [-0.008, -0.012, -0.032], [0.010, 0.006, -0.003], [-0.016, -0.012, -0.010], [0.017, -0.028, 0.024], [-0.003, -0.001, -0.002], [-0.001, 0.001, 0.001], [0.000, 0.001, -0.001], [0.005, 0.000, 0.003], [-0.001, -0.033, -0.039], [0.020, -0.017, -0.018], [0.006, -0.025, 0.145], [0.003, 0.018, -0.058], [-0.060, 0.017, -0.037], [0.002, -0.009, 0.004], [-0.016, -0.005, 0.004], [-0.004, 0.011, 0.001]], "nbo_charge": [1.00, -0.64, 0.84, -0.62, -0.18, -0.55, -0.19, 0.76, -0.59, -0.73, 0.51, 0.22, 0.23, 0.21, 0.21, 0.07, -0.18, -0.20, -0.20, -0.20, -0.21, -0.17, 0.08, 0.22, 0.22, 0.22, 0.22, -0.63, -0.51, 0.87, -0.61, -0.67, 0.40, 0.40, 0.39]}

***

Largest force on an atom
In order: 1.3 1.3 0.2
Unit: eV/A